{
  "formula": "C5H15N2O",
  "method": "ωB97M-V/def2-TZVPD",
  "species": ["C", "C", "C", "C", "N", "C", "N", "H", "H", "H", "H", "H", "H", "H", "H", "H", "H", "H", "H", "H", "H", "H", "O"],
  "positions_angstrom": [[0.7769, -3.2870, 0.8962], [0.5308, -1.8011, 1.0730], [0.1814, -1.0854, -0.2392], [0.9341, 0.2346, -0.4212], [0.7216, 1.1168, 0.7200], [-0.3320, 1.8506, 0.9611], [-1.3208, 2.0872, 0.1502], [0.0338, -3.7367, 0.2307], [1.7354, -3.5263, 0.4485], [0.6073, -3.8287, 1.8266], [-0.1262, -1.5294, 1.8985], [1.4957, -1.4256, 1.3809], [-0.8821, -1.0557, -0.4781], [0.5438, -1.7434, -1.0346], [1.9884, -0.0188, -0.4295], [0.8516, 0.6746, -1.4137], [1.2891, 0.9343, 1.5048], [-0.4283, 2.2259, 1.9729], [-1.4065, 1.7953, -0.8017], [-2.0612, 2.7132, 0.4282], [-2.4200, 3.4444, -2.9535], [-1.1228, 2.7471, -3.2159], [-1.5901, 3.2141, -2.5042]],
  "forces_ev_per_a": [[-1.5, -0.8, 0.0], [0.5, 0.5, -0.2], [0.3, -0.7, -0.8], [0.3, -1.0, -0.2], [-0.8, 0.5, -1.0], [-0.1, -0.4, 0.4], [-0.5, 0.3, 0.2], [-0.1, 0.1, -0.1], [0.2, 0.1, 0.2], [0.5, 0.0, 0.1], [-0.3, -0.3, -0.1], [0.5, 0.5, 0.3], [-0.2, 0.4, 0.5], [0.2, 0.1, -0.1], [0.3, 0.0, 0.4], [-0.8, 0.6, 0.2], [0.8, -0.1, 0.9], [0.1, 0.3, -0.1], [0.4, -0.1, -0.7], [0.1, 0.0, 0.2], [0.2, 0.1, 0.3], [0.1, 0.2, 0.3], [-0.3, -0.5, -0.7]],
  "gap_ha": 0.4343,
  "charge": 1,
  "de_lowest_kj_mol": 51.6
}

{
  "formula": "H12O6",
  "method": "ωB97M-V/def2-TZVPD",
  "species": ["O", "H", "H", "O", "H", "H", "O", "H", "H", "O", "H", "H", "O", "H", "H", "O", "H", "H"],
  "positions_angstrom": [[0.9614, 0.1590, 0.6548], [0.1852, 0.7022, 0.8289], [0.6723, -0.6860, 0.3018], [-3.8902, -0.5743, 1.3446], [-4.1900, -1.4082, 1.7083], [-3.1115, -0.7813, 0.8123], [-1.8096, 1.3795, 1.2024], [-2.4135, 0.8808, 1.7224], [-2.3475, 1.8172, 0.5385], [-1.2406, -1.4613, -1.6484], [-1.0437, -0.6363, -2.1089], [-0.4428, -1.9733, -1.8196], [1.2718, 0.3285, -2.0908], [1.4733, 1.1771, -2.4701], [1.5321, 0.1537, -1.1784], [4.8007, 0.2586, 0.5986], [5.0167, -0.6589, 0.4363], [3.8933, 0.3623, 0.8816]],
  "forces_ev_per_a": [[0.9, -0.1, 0.1], [-0.5, -0.1, -0.1], [-0.6, 0.0, 0.3], [0.2, 0.3, -0.1], [0.0, -0.2, 0.1], [-0.1, -0.2, -0.1], [1.2, 0.7, -0.8], [-1.0, -0.7, 0.8], [0.0, 0.0, 0.0], [0.1, 0.0, 0.1], [0.1, 0.1, 0.1], [-0.1, -0.1, 0.0], [-0.8, -1.4, -0.9], [0.5, 0.4, 0.6], [0.2, 1.3, 0.0], [0.6, 0.7, -0.1], [-0.4, -0.2, 0.1], [-0.3, -0.4, 0.0]],
  "gap_ha": 0.4299,
  "smiles": "O.O.O.O.O.O",
  "de_lowest_kj_mol": 118.6
}

{
  "formula": "C3H7NO2",
  "method": "ωB97M-V/def2-TZVPD",
  "species": ["C", "O", "C", "C", "N", "O", "H", "H", "H", "H", "H", "H", "H"],
  "positions_angstrom": [[-1.7040, 0.8838, -0.0150], [-1.2868, -0.3998, 0.4127], [0.0128, -0.3667, 0.8850], [1.0753, -0.4466, 0.0355], [1.0883, -0.9308, -1.2230], [2.2247, 0.0498, 0.5470], [-1.1123, 1.2410, -0.8719], [-1.6244, 1.6370, 0.7835], [-2.7478, 0.7824, -0.3196], [0.1824, -0.7564, 1.8877], [1.8562, -0.8095, -1.8604], [0.2735, -1.4475, -1.5109], [1.7622, 0.5632, 1.2495]],
  "forces_ev_per_a": [[-0.2, 0.2, -0.2], [-0.2, -0.3, -0.2], [-0.1, -0.4, -0.2], [-0.4, -0.1, 0.0], [-0.1, 0.2, 0.0], [-0.1, -0.2, 0.2], [-0.1, -0.1, 0.1], [0.0, -0.3, -0.1], [0.1, 0.1, 0.0], [-0.1, 0.7, 0.2], [-0.1, 0.2, 0.1], [0.2, 0.0, -0.1], [1.2, 0.0, 0.0]],
  "gap_ha": 0.3102,
  "smiles": "CO/C=C(\\N)O",
  "de_lowest_kj_mol": 275.9
}